(1)
Density functional theory data (wB97M-V/def2-TZVPD) for C9H12ClN3 in the gas phase.

The geometry in XYZ format:
```
25
Properties=species:S:1:pos:R:3:forces:R:3
C 1.5069 1.9851 0.5650 -2.57 0.35 -4.13
C -0.5824 1.0139 1.4406 -1.28 -1.73 2.73
C 0.2715 -0.5619 -0.2432 -2.80 -0.08 -1.32
C 0.6876 -1.8746 -0.5239 0.20 1.64 -0.20
C 0.8083 -2.2964 -1.8259 0.86 -0.98 -3.31
C 0.6162 -1.4069 -2.9377 -0.41 2.82 0.08
C 0.0552 -0.0733 -2.6685 0.75 -3.43 2.70
C -0.2755 0.2475 -1.3305 1.34 0.72 0.73
C -2.1953 -0.4603 2.4774 -0.45 1.42 -4.52
H 2.2614 1.8378 1.3000 0.19 -0.37 0.79
H 1.7908 2.8241 -0.1403 -0.42 -0.26 1.40
H 1.4403 1.1747 -0.3109 0.73 1.55 2.63
H -0.2143 2.9853 1.7386 0.79 -2.42 -2.48
H -0.0515 -1.0986 1.7473 -0.13 3.73 -1.99
H 1.1186 -2.4309 0.2680 -0.07 -0.87 0.70
H 1.1295 -3.3789 -2.0919 -0.35 2.06 0.73
H 0.9905 -1.3525 -4.0253 -0.61 -1.56 1.83
H -0.6624 1.2688 -1.0130 0.29 -1.48 -0.87
H -2.2031 -0.8673 1.3095 0.25 0.09 3.18
H -1.4690 -0.8947 3.1365 -0.50 -1.41 0.52
H -3.3369 -0.5430 2.6943 2.36 0.87 0.51
N 0.0126 2.1716 0.9941 1.70 2.25 1.98
N 0.0064 -0.1721 1.0922 2.03 -4.63 -0.80
N -1.5395 0.9141 2.2990 -1.61 0.93 -0.16
Cl -0.1659 0.9885 -3.9512 -0.28 0.81 -0.72
```
Forces are in eV/Å.

## Properties
Lowest unoccupied orbital energy = 0.63 eV
Energy above the lowest of the compared OMol25 structures with the same formula, charge and spin = 352.9 kJ/mol
Net charge = 0
Frontier orbital gap = 8.82 eV
2S+1 = 1

***

(2)
Density functional theory data (wB97M-V/def2-TZVPD) for C9H12ClNO in the gas phase.

The geometry in XYZ format:
```
24
Properties=species:S:1:pos:R:3:forces:R:3
C 0.5124 1.3473 0.7891 2.61 -5.90 0.28
C -1.2547 1.3192 -1.9609 -0.93 0.65 -0.20
C -2.0426 0.1647 1.7753 -1.39 -0.98 0.85
C -0.2326 0.6982 -1.4001 -0.31 0.52 0.25
C -1.6262 0.1952 0.5538 -0.27 0.44 -1.64
C 1.8867 -0.5744 0.8365 2.02 -0.09 -2.04
C 0.5875 -1.0153 0.2185 -1.05 -0.71 -0.26
C -0.2445 0.2675 0.0473 0.65 -0.26 -0.62
C 0.5419 -1.8548 -1.0966 -0.31 1.11 -0.63
N 1.6135 0.7311 1.3691 0.04 -1.05 1.27
O 0.3714 2.4664 0.8434 -2.00 7.57 0.12
Cl 2.9082 1.6337 2.0125 -0.52 -0.21 -0.32
H -1.1216 1.6453 -2.9687 -0.09 0.21 -0.62
H -2.2536 1.5946 -1.5174 1.48 -0.45 -0.34
H -3.0920 0.1829 2.0261 -0.13 0.03 -0.11
H -1.4138 -0.2044 2.5177 1.28 0.26 1.69
H 0.6846 0.5407 -1.9818 -0.38 0.15 0.34
H -2.3267 0.2685 -0.2364 -0.87 0.19 -0.34
H 2.2955 -1.3640 1.4752 -0.07 0.63 0.48
H 2.6477 -0.3790 0.0414 -0.18 -0.62 0.26
H 0.1036 -1.5951 0.9908 -0.38 -0.26 0.18
H 1.4242 -1.6337 -1.7691 -1.00 -0.34 0.68
H -0.4170 -1.5105 -1.6346 1.55 -0.85 0.58
H 0.4484 -2.9241 -0.9312 0.26 -0.05 0.12
```
Forces are in eV/Å.

## Properties
Lowest unoccupied orbital energy = 0.81 eV
Energy above the lowest of the compared OMol25 structures with the same formula, charge and spin = 199.3 kJ/mol
Net charge = 0
Frontier orbital gap = 10.14 eV
2S+1 = 1

***

(3)
Density functional theory data (wB97M-V/def2-TZVPD) for C9H12ClOP in the gas phase.

The geometry in XYZ format:
```
24
Properties=species:S:1:pos:R:3:forces:R:3
C 0.7204 0.5992 -0.8194 -0.03 2.08 -0.24
C -1.1411 0.9905 0.6243 2.18 1.14 -1.58
C -0.1412 1.5253 -0.2615 -1.80 0.12 1.23
C 0.7132 -0.7230 -0.4842 0.83 -2.19 -1.30
C -1.1587 -0.3311 0.9867 -0.29 -0.36 -0.63
C -0.2048 -1.2146 0.4574 -0.43 -2.16 -0.03
C -0.0791 3.0400 -0.5660 -0.97 0.04 1.88
C 1.8008 -1.5735 -1.2630 0.01 1.21 0.20
C -2.3180 -0.7183 1.8500 0.36 -0.26 0.90
O 0.4092 -4.0790 -0.1075 -0.41 -0.28 1.45
P -0.5001 -3.2523 1.0694 0.08 2.11 -3.09
Cl 0.7750 -3.1498 2.5730 1.25 -0.07 1.54
H 1.4286 0.9684 -1.5604 0.07 -0.20 0.14
H -1.8899 1.6383 1.0121 -0.46 0.56 0.35
H -0.2297 3.6839 0.4025 0.51 -1.38 -1.55
H 0.9159 3.2419 -0.9574 -0.28 0.41 -0.35
H -0.9392 3.3798 -1.1907 0.95 -0.37 -0.04
H 1.9372 -2.4148 -0.6206 0.63 -0.84 -0.12
H 1.6557 -1.8975 -2.3443 -0.64 0.43 1.50
H 2.7418 -0.9534 -1.3122 -0.87 -0.68 0.31
H -2.5111 0.1504 2.5195 0.29 -1.11 0.29
H -3.2554 -0.7993 1.3237 -0.20 -0.29 -0.67
H -2.1080 -1.7100 2.3127 -0.50 1.02 0.36
H 0.6036 -4.9843 0.2505 -0.29 1.06 -0.54
```
Forces are in eV/Å.

## Properties
Lowest unoccupied orbital energy = 0.66 eV
Energy above the lowest of the compared OMol25 structures with the same formula, charge and spin = 35.8 kJ/mol
Net charge = 0
Frontier orbital gap = 9.43 eV
2S+1 = 1

***

> Which formula does entry 1 have?

C9H12ClN3

***

Repeat the first record exactly.
Density functional theory data (wB97M-V/def2-TZVPD) for C9H12ClN3 in the gas phase.

The geometry in XYZ format:
```
25
Properties=species:S:1:pos:R:3:forces:R:3
C 1.5069 1.9851 0.5650 -2.57 0.35 -4.13
C -0.5824 1.0139 1.4406 -1.28 -1.73 2.73
C 0.2715 -0.5619 -0.2432 -2.80 -0.08 -1.32
C 0.6876 -1.8746 -0.5239 0.20 1.64 -0.20
C 0.8083 -2.2964 -1.8259 0.86 -0.98 -3.31
C 0.6162 -1.4069 -2.9377 -0.41 2.82 0.08
C 0.0552 -0.0733 -2.6685 0.75 -3.43 2.70
C -0.2755 0.2475 -1.3305 1.34 0.72 0.73
C -2.1953 -0.4603 2.4774 -0.45 1.42 -4.52
H 2.2614 1.8378 1.3000 0.19 -0.37 0.79
H 1.7908 2.8241 -0.1403 -0.42 -0.26 1.40
H 1.4403 1.1747 -0.3109 0.73 1.55 2.63
H -0.2143 2.9853 1.7386 0.79 -2.42 -2.48
H -0.0515 -1.0986 1.7473 -0.13 3.73 -1.99
H 1.1186 -2.4309 0.2680 -0.07 -0.87 0.70
H 1.1295 -3.3789 -2.0919 -0.35 2.06 0.73
H 0.9905 -1.3525 -4.0253 -0.61 -1.56 1.83
H -0.6624 1.2688 -1.0130 0.29 -1.48 -0.87
H -2.2031 -0.8673 1.3095 0.25 0.09 3.18
H -1.4690 -0.8947 3.1365 -0.50 -1.41 0.52
H -3.3369 -0.5430 2.6943 2.36 0.87 0.51
N 0.0126 2.1716 0.9941 1.70 2.25 1.98
N 0.0064 -0.1721 1.0922 2.03 -4.63 -0.80
N -1.5395 0.9141 2.2990 -1.61 0.93 -0.16
Cl -0.1659 0.9885 -3.9512 -0.28 0.81 -0.72
```
Forces are in eV/Å.

## Properties
Lowest unoccupied orbital energy = 0.63 eV
Energy above the lowest of the compared OMol25 structures with the same formula, charge and spin = 352.9 kJ/mol
Net charge = 0
Frontier orbital gap = 8.82 eV
2S+1 = 1

***

> Among the records above, which one has the highest lowest unoccupied orbital energy?

C9H12ClNO

***

> What is the lowest unoccupied orbital energy in the third record?

0.66 eV